The following is a DFT calculation (wB97M-V/def2-TZVPD) of a 2-piece molecular cluster, C3H8O2 overall.

```
13
Properties=species:S:1:pos:R:3:forces:R:3
C 2.5317 -0.7355 0.5249 -1.53 0.14 -0.35
C 1.0089 -0.9171 0.7128 -0.80 1.22 0.34
C 0.2355 0.1545 0.3863 0.51 0.19 -0.24
O -1.1316 0.2068 0.6076 0.18 1.74 -1.62
H 2.8573 -1.1698 -0.4648 0.15 -0.15 1.50
H 2.6279 0.3585 0.3840 0.54 -0.56 0.36
H 2.9799 -1.0803 1.4851 0.45 0.18 -1.22
H 0.5615 -1.7858 1.3087 0.68 1.26 -1.23
H 0.6576 1.1447 -0.1003 -0.61 -2.25 1.00
H -1.4748 0.9505 0.0028 0.34 -1.85 1.40
O -3.2472 0.9860 -1.4962 0.54 1.17 0.19
H -3.8789 1.6883 -1.6754 0.06 0.12 0.02
H -3.7279 0.1991 -1.6755 -0.50 -1.21 -0.16
```
Positions in Å, forces in eV/Å.

Calculated values
E_HOMO (Eh): -0.304
Orbital gap (eV): 8.90
Lowest unoccupied orbital energy (eV): 0.6
Energy (eV): -7334.27212
Total charge: 0

Results of the natural (NBO) charge analysis, in e, for atoms 1 through 4: -0.637 -0.305 0.127 -0.700

The following is a DFT calculation (wB97M-V/def2-TZVPD) of a 2-piece molecular cluster, C5H13N2 overall.

```
20
Properties=species:S:1:pos:R:3:forces:R:3
N 0.4472 -1.3238 -0.3005 0.02 -0.26 -0.12
C 0.2982 -1.4919 1.1886 -0.14 -0.04 -0.46
C 1.2582 0.5574 2.2730 0.00 -0.13 0.19
C 1.3464 -0.7200 1.9369 -0.15 -0.23 0.04
H 0.1583 -2.1826 -0.7644 -0.26 0.05 0.01
H 1.4291 -1.2503 -0.5513 0.15 0.19 0.18
H 0.3765 -2.5540 1.4130 0.07 0.01 0.13
H -0.7199 -1.1981 1.4471 0.06 0.19 0.03
H 2.0068 1.0349 2.8880 0.16 0.03 -0.14
H 0.4018 1.1685 2.0199 -0.14 -0.07 0.02
H 2.1969 -1.3251 2.2302 0.15 0.23 0.08
C -1.4583 0.5021 -2.5506 0.69 -0.44 -0.49
C -0.8573 1.8957 -0.7269 -0.16 0.39 -0.64
N -0.8096 0.7562 -1.2713 -0.34 -0.31 0.44
H -2.1903 -0.2949 -2.4265 -0.19 0.20 0.17
H -0.7097 0.0884 -3.2322 -0.03 0.20 -0.04
H -1.9012 1.3935 -2.9838 -0.07 0.03 0.08
H -1.2326 2.7249 -1.3235 -0.27 0.05 0.24
H -0.5405 2.1122 0.2834 0.40 -0.32 -0.01
H -0.2529 -0.2240 -0.8062 0.03 0.23 0.29
```
Positions in Å, forces in eV/Å.

Calculated values
E_HOMO (Eh): -0.510
Orbital gap (eV): 10.14
Lowest unoccupied orbital energy (eV): -3.7
Energy (eV): -8368.34135
Total charge: +1

Results of the natural (NBO) charge analysis, in e, for atoms 1 through 4: -0.795 -0.262 -0.339 -0.222

The following is a DFT calculation (wB97M-V/def2-TZVPD) of C20H17BrF4I2N5O2PRh as an isolated structure.

```
53
Properties=species:S:1:pos:R:3:forces:R:3
Rh -1.3713 -1.2744 -0.3232 3.27 2.18 1.49
I 1.6431 -4.4776 3.1539 -0.31 -0.57 0.34
C -0.3406 -4.0625 2.5748 -0.44 -0.37 -0.89
I -1.8873 -5.6070 2.9746 1.33 0.61 -0.14
H -0.2397 -3.8710 1.4941 -0.33 -0.28 0.49
H -0.6738 -3.2011 3.1117 -0.04 0.45 0.37
N -2.9694 -2.4074 -0.4772 -3.37 -1.41 0.81
N -3.2572 -2.6994 -1.8327 -1.03 -0.42 0.96
C -2.1639 -2.6840 -2.6455 -1.85 -0.94 -2.02
N -2.3525 -2.9643 -3.9649 1.03 -0.54 1.45
N -1.0952 -2.2873 -2.0125 2.55 -0.87 -1.75
N 0.2239 -2.5819 -2.5187 0.55 -0.04 -1.54
O 0.3632 -2.9808 -3.6826 -0.35 0.72 2.26
O 1.1086 -2.3559 -1.7114 -1.19 -0.58 -0.78
H -2.7427 -3.2238 0.1068 -0.45 -0.25 -0.52
H -3.7371 -1.9123 -0.0028 -0.20 -0.46 -0.69
H -4.1388 -3.2181 -1.9962 0.91 0.56 -0.35
H -2.9204 -3.7863 -4.1828 -0.15 0.55 -0.07
H -1.4636 -2.9526 -4.4644 -0.23 -0.06 -0.19
F 0.4295 2.4577 5.8621 -0.88 -0.22 -1.92
C 0.1452 2.1812 4.5646 1.60 0.82 1.09
C 0.9282 2.7562 3.5522 0.32 0.99 2.55
F 1.8150 3.6973 3.8420 -0.43 -0.43 0.03
C 0.8223 2.3235 2.2875 -0.25 -0.58 -2.00
F 1.6004 2.9466 1.3992 -0.25 -0.56 -0.16
C -0.0376 1.2674 1.9519 0.22 -1.04 -1.80
P -0.0908 0.4949 0.1892 2.69 3.28 1.55
C -0.4254 1.9313 -0.8099 -1.23 -0.37 -1.12
C -1.7907 2.1983 -1.1093 0.49 0.64 -0.46
C -2.0775 3.3565 -1.8172 0.10 0.91 0.18
C -1.1046 4.3129 -2.1594 -0.03 -1.09 0.46
C 0.2277 3.9973 -1.9029 0.61 0.68 0.06
C 0.5652 2.7682 -1.3223 -0.59 0.90 0.19
C 1.6905 0.1687 -0.1097 1.03 -1.36 -0.18
C 2.2348 0.1582 -1.4185 -0.62 1.11 -0.64
C 3.6157 0.2903 -1.6311 -1.17 0.57 0.39
C 4.4846 0.2106 -0.5560 2.31 -0.05 -0.70
C 4.0145 -0.0275 0.7249 -0.51 0.27 0.30
C 2.6415 -0.0724 0.9201 -0.28 0.80 0.28
C -0.8202 0.6983 2.9349 -0.35 0.29 -1.16
Br -2.1238 -0.6584 2.3188 0.35 0.71 1.74
C -0.7712 1.2319 4.2062 -1.73 -1.93 2.11
F -1.5354 0.6918 5.1953 0.64 0.44 -1.00
H -2.6245 1.5536 -0.8351 0.28 -0.02 0.25
H -3.0714 3.7123 -2.0235 -0.53 -0.63 0.01
H -1.4828 5.2408 -2.5847 0.58 -0.09 0.04
H 1.0397 4.7474 -2.0418 -0.74 -0.78 -0.27
H 1.5969 2.5428 -1.1785 0.46 0.00 0.23
H 1.5426 0.2989 -2.2734 0.62 -0.14 0.51
H 3.9534 0.7260 -2.5592 0.13 -0.71 -0.38
H 5.6068 0.3427 -0.7446 -1.82 -0.10 0.37
H 4.6878 0.0270 1.5886 -0.31 -0.35 -0.41
H 2.3282 -0.0245 1.9385 -0.40 -0.25 0.65
```
Positions in Å, forces in eV/Å.

Calculated values
E_HOMO (alpha / beta) (Eh): -0.602 / -0.619
Multiplicity: 5
Orbital gap (alpha / beta) (eV): 6.58 / 3.22
Lowest unoccupied orbital energy (alpha / beta) (eV): -9.8 / -13.6
Energy (eV): -141934.35431
Total charge: +3
<S²>: 6.03

Results of the natural (NBO) charge analysis, in e, for atoms 1 through 4: 0.755 0.921 -0.798 0.399

Calculated relative energy (zero: lowest compared OMol25 entry of this formula, charge and spin) in order - 41.0, 56.9, 22.9 kcal per mole